# 1
This record from the OMol25 dataset describes a molecular structure, C13H25AlClHgNSi. The level of theory is ωB97M-V with the def2-TZVPD basis set.

Geometry as XYZ:
```
43
Properties=species:S:1:pos:R:3:forces:R:3
Al -2.542 -2.604 -2.938 0.3 -0.2 0.7
Cl -1.352 -3.026 -1.166 0.0 -0.6 0.5
C -1.744 -3.568 -4.498 0.0 0.4 -0.4
C -4.294 -3.375 -2.378 -0.4 0.4 -0.3
H -2.507 -3.789 -5.259 0.1 0.0 0.1
H -0.946 -3.008 -5.002 -0.1 -0.1 0.1
H -1.320 -4.527 -4.168 -0.1 0.2 0.1
H -4.941 -3.579 -3.241 -0.1 0.0 0.1
H -4.848 -2.719 -1.691 0.1 -0.1 -0.1
H -4.120 -4.327 -1.853 0.2 0.2 -0.1
Hg 0.204 -0.558 -1.747 0.1 0.6 -0.2
C 1.838 -1.832 -2.042 0.0 0.0 0.0
C -1.254 0.838 -1.766 -0.9 0.4 -0.5
H 1.652 -2.361 -2.986 0.3 0.0 0.2
H 2.697 -1.153 -2.124 0.1 -0.6 0.0
H 1.933 -2.550 -1.217 0.2 0.2 -0.2
H -1.702 1.199 -0.821 0.1 -0.4 -0.6
H -1.277 1.592 -2.586 -0.1 -0.6 0.6
C 2.708 1.822 -1.015 0.3 0.3 0.1
Si 2.098 2.058 0.751 -2.2 -2.0 0.7
C 3.544 1.771 1.910 0.6 0.3 0.1
C 1.487 3.818 0.921 0.1 0.7 0.0
N 0.829 0.937 1.127 1.4 0.6 -1.2
C 0.070 0.760 2.188 0.1 0.4 0.6
C -1.013 -0.195 2.170 0.1 0.2 0.1
C -1.854 -0.362 3.256 0.5 0.2 -0.3
C -1.656 0.384 4.429 -0.4 -0.1 0.4
C -0.605 1.302 4.507 -0.1 -0.3 -0.2
C 0.245 1.487 3.432 -0.3 -0.3 -0.2
H 3.448 2.612 -1.218 0.0 -0.1 -0.1
H 1.898 1.926 -1.743 0.0 -0.1 0.1
H 3.204 0.855 -1.165 -0.2 0.1 0.1
H 4.329 2.515 1.729 0.2 0.0 0.1
H 3.248 1.842 2.962 0.0 0.0 -0.2
H 3.975 0.774 1.759 -0.1 0.1 -0.1
H 0.672 4.020 0.216 0.1 -0.1 0.0
H 1.107 4.031 1.926 0.1 -0.1 -0.1
H 2.295 4.529 0.712 0.0 0.2 0.0
H -1.135 -0.754 1.239 -0.1 0.1 0.3
H -2.663 -1.089 3.184 0.1 0.1 0.1
H -2.324 0.236 5.273 0.0 0.1 0.0
H -0.451 1.869 5.426 0.0 -0.1 -0.1
H 1.067 2.197 3.508 -0.1 -0.1 0.0
```
Forces are in eV/Å.

## Properties
HOMO-LUMO gap	0.164	Ha
M	486.461	g/mol
HOMO	0.40	eV
2S+1	1
total energy	-46548.3653	eV
lowest unoccupied orbital energy	4.86	eV
total charge	-2


# 2
This record from the OMol25 dataset describes a molecular structure, C13H25CaO10P. The level of theory is ωB97M-V with the def2-TZVPD basis set.

Geometry as XYZ:
```
50
Properties=species:S:1:pos:R:3:forces:R:3
Ca -1.018 0.741 -0.130 -0.6 0.7 -0.9
P -0.956 3.254 0.828 -0.2 4.1 -1.9
O 0.574 3.450 0.714 0.8 -1.7 0.2
O -1.492 4.697 1.014 -0.8 -1.3 1.6
O -1.322 1.992 1.704 0.2 0.4 0.9
O -1.551 2.808 -0.574 0.4 -0.8 -0.4
O -3.053 -2.371 -2.057 -0.2 0.5 0.1
C -2.289 -1.330 -1.573 1.1 2.1 1.3
O -1.080 -1.443 -1.275 -0.1 -2.0 -0.8
O -2.881 -0.234 -1.377 -1.1 -0.8 -0.5
H -3.912 -1.899 -2.039 0.3 -0.6 -0.3
C 1.624 2.225 -3.732 0.2 -1.3 0.2
C 1.827 0.720 -3.946 0.4 -0.2 -0.4
C 0.595 0.134 -3.272 0.5 0.1 0.6
O 0.303 1.023 -2.186 0.2 -0.5 -0.8
C 1.065 2.233 -2.323 -0.8 0.6 0.0
H 0.843 2.503 -4.442 0.2 0.6 0.0
H 2.540 2.810 -3.780 -0.1 0.2 -0.4
H 2.746 0.353 -3.472 -0.1 0.1 0.3
H 1.911 0.390 -4.988 -0.1 0.2 -0.1
H 0.810 -0.856 -2.871 -0.3 -0.1 0.0
H -0.260 0.058 -3.948 -0.1 0.1 0.0
H 1.807 2.245 -1.522 0.0 0.3 -0.1
H 0.367 3.066 -2.218 0.1 -0.1 0.7
C 2.815 -0.171 2.143 -0.7 -0.2 0.3
C 3.215 -0.977 0.902 -0.2 0.6 0.5
C 1.900 -1.023 0.122 0.7 -0.5 0.1
O 1.151 0.118 0.485 0.9 -0.3 0.3
C 1.855 0.855 1.525 0.3 -0.6 0.1
H 3.630 0.275 2.714 0.2 0.2 -0.3
H 2.255 -0.752 2.886 0.0 -0.3 -0.2
H 3.607 -1.978 1.080 0.1 0.0 0.0
H 3.943 -0.355 0.374 0.1 -0.3 -0.2
H 1.360 -1.931 0.404 -0.2 0.0 -0.2
H 2.139 -1.073 -0.945 -0.5 0.2 -0.1
H 1.081 1.184 2.213 0.1 0.7 -0.2
H 2.422 1.650 1.045 -0.4 0.4 0.2
C -3.175 -2.068 2.717 0.2 -1.0 0.3
C -1.750 -2.355 3.230 -0.7 0.1 0.1
C -0.889 -1.803 2.094 -0.7 0.0 0.6
O -1.672 -0.768 1.512 0.0 -0.6 0.2
C -2.998 -0.735 2.019 -0.2 -0.3 0.4
H -3.904 -2.092 3.531 0.0 0.4 0.0
H -3.461 -2.901 2.063 0.0 0.3 -0.4
H -1.636 -3.420 3.436 0.3 0.0 0.0
H -1.621 -1.793 4.158 0.3 0.0 0.0
H -0.709 -2.573 1.342 0.3 0.1 -0.1
H 0.024 -1.356 2.482 0.2 -0.1 -0.2
H -3.682 -0.593 1.184 0.0 0.2 0.0
H -3.097 0.069 2.750 0.1 0.3 -0.3
```
Forces are in eV/Å.

## Properties
HOMO-LUMO gap	0.126	Ha
M	412.385	g/mol
HOMO	1.12	eV
2S+1	1
total energy	-62094.6103	eV
lowest unoccupied orbital energy	4.57	eV
total charge	-2


# 3
This record from the OMol25 dataset describes 9 unconnected molecules or ions with the total composition C13H25Cl16N2O2. The level of theory is ωB97M-V with the def2-TZVPD basis set.

Geometry as XYZ:
```
58
Properties=species:S:1:pos:R:3:forces:R:3
N 5.228 -0.287 2.623 -1.7 0.7 -6.6
C 4.905 -0.214 1.453 0.4 -1.3 3.4
O 4.448 -0.366 0.119 2.5 0.2 3.1
N 3.079 -0.137 0.026 -1.2 0.8 -0.2
C 2.687 1.222 0.529 -1.7 2.8 0.6
C 1.883 1.201 1.945 1.3 -0.9 -0.4
O 0.682 0.432 1.691 1.3 0.2 -0.2
C 0.943 -0.949 1.366 -1.3 -0.6 0.6
C 2.268 -1.286 0.535 -1.3 -2.9 0.3
H 2.916 -0.101 -1.019 0.4 -0.2 0.6
H 1.916 1.635 -0.238 1.3 -0.9 1.2
H 3.548 1.998 0.514 -1.0 -1.8 0.0
H 2.540 0.688 2.752 -1.1 0.9 -1.2
H 1.640 2.290 2.251 0.4 -2.2 -0.6
H 0.027 -1.339 0.767 1.8 1.1 1.0
H 0.924 -1.558 2.357 0.4 0.9 -1.6
H 1.930 -1.902 -0.392 0.7 1.2 1.5
H 2.874 -2.052 1.164 -0.4 1.9 -1.1
C 7.524 2.243 3.716 0.1 -0.3 0.1
Cl 6.368 3.578 3.624 -0.2 -0.1 0.0
Cl 9.004 2.620 2.827 0.0 -0.1 0.0
H 7.774 2.062 4.760 0.0 0.2 -0.2
H 7.069 1.352 3.286 0.1 0.2 0.0
C -1.123 3.168 1.488 -0.4 -0.2 0.2
Cl -2.276 4.503 1.404 0.1 -0.1 0.0
Cl 0.359 3.548 0.597 -0.2 0.4 -0.3
H -0.870 2.983 2.532 0.0 0.1 -0.2
H -1.578 2.278 1.056 0.1 0.2 0.0
C -2.551 -3.105 -0.687 -0.3 -0.2 -0.2
Cl -1.101 -3.263 0.315 -0.1 -0.5 0.0
Cl -2.879 -1.411 -1.071 0.0 0.0 0.0
H -2.401 -3.657 -1.616 0.1 0.3 0.4
H -3.402 -3.517 -0.146 0.2 0.2 0.0
C 2.352 -0.953 -4.141 0.5 -0.4 -0.6
Cl 3.659 -2.054 -3.698 -0.2 0.2 0.0
Cl 1.670 -0.164 -2.709 -0.5 0.3 0.0
H 2.743 -0.190 -4.813 0.0 0.0 0.3
H 1.566 -1.518 -4.641 0.0 0.1 0.3
C -6.172 5.117 0.947 0.2 0.1 0.1
Cl -6.934 3.719 1.716 0.1 0.0 0.1
Cl -7.232 5.832 -0.272 0.1 0.1 0.0
H -5.953 5.864 1.709 -0.2 -0.1 -0.1
H -5.247 4.796 0.468 -0.2 0.0 0.0
C -9.969 2.504 4.388 -0.2 0.1 0.0
Cl -8.691 3.149 5.425 -0.1 0.1 0.0
Cl -9.355 1.220 3.340 -0.1 0.0 -0.1
H -10.763 2.099 5.015 0.2 0.0 -0.1
H -10.362 3.309 3.768 0.2 -0.1 0.1
C -3.695 -3.161 -4.259 -0.1 0.3 -0.2
Cl -5.435 -3.307 -3.993 0.1 0.1 0.0
Cl -2.840 -4.606 -3.700 0.1 -0.2 -0.3
H -3.509 -3.030 -5.325 -0.1 -0.2 0.2
H -3.325 -2.296 -3.711 -0.1 -0.2 0.0
C 4.716 -5.910 -5.193 0.2 -0.2 0.0
Cl 5.257 -4.341 -5.801 0.1 -0.1 0.0
Cl 3.012 -5.861 -4.725 0.0 -0.1 0.0
H 4.847 -6.657 -5.975 -0.1 0.2 0.1
H 5.314 -6.178 -4.323 -0.2 0.1 -0.1
```
Forces are in eV/Å.

## Properties
HOMO-LUMO gap	0.326	Ha
M	808.603	g/mol
HOMO	-12.09	eV
2S+1	1
total energy	-221308.2904	eV
lowest unoccupied orbital energy	-3.22	eV
total charge	+1


# 4
This record from the OMol25 dataset describes a molecular structure, C13H25Cl3O2PtSi. The level of theory is ωB97M-V with the def2-TZVPD basis set.

Geometry as XYZ:
```
45
Properties=species:S:1:pos:R:3:forces:R:3
C -0.652 0.866 -2.694 1.3 -0.2 0.0
C -1.490 -0.229 -2.397 0.8 -1.9 0.8
C -0.712 -1.287 -1.867 -0.5 1.5 -1.4
C -2.953 -0.291 -2.661 -0.1 0.1 0.0
C 0.678 -0.801 -1.657 -0.4 1.4 -1.9
C 0.720 0.522 -2.396 -0.8 -1.4 0.5
C 1.869 1.126 -2.800 0.2 0.3 -0.2
C -1.068 2.132 -3.315 -0.1 0.4 0.1
C -1.156 -2.692 -1.763 -0.2 -0.6 0.4
C 1.886 -1.657 -1.770 0.1 -0.4 0.3
Pt 0.207 -0.358 0.388 -1.5 0.4 0.5
Cl -2.214 -0.717 0.908 -0.1 -0.3 0.0
Cl -0.390 1.902 0.206 -0.7 2.2 -0.1
Cl 0.662 -2.571 0.930 0.5 -2.3 1.0
H -3.421 0.681 -2.472 0.0 -0.1 0.0
H -3.440 -1.031 -2.019 0.1 0.1 -0.1
H -3.145 -0.553 -3.712 -0.1 0.0 0.1
H -2.172 -2.745 -1.346 0.2 0.0 -0.1
H -0.500 -3.256 -1.084 -0.3 0.1 -0.3
H -1.164 -3.179 -2.755 0.0 0.1 0.2
H 1.770 -2.529 -1.122 0.3 0.1 -0.3
H 2.730 -1.072 -1.396 0.2 -0.2 -0.1
H 2.064 -1.954 -2.809 0.1 0.0 -0.1
H 2.831 0.725 -2.486 -0.2 0.3 -0.2
H 2.567 3.133 -0.968 -0.3 -0.4 0.4
H 1.822 2.030 -3.399 0.2 0.0 0.1
H -2.022 2.473 -2.893 0.2 0.1 -0.1
H -1.194 2.036 -4.402 0.0 0.1 0.0
H -0.295 2.880 -3.112 -0.2 0.1 -0.1
O 2.502 2.728 -0.088 -0.5 0.5 0.0
H 1.514 2.576 0.061 1.2 0.0 -0.3
C -1.144 1.061 3.656 -0.1 0.0 0.0
Si 0.483 0.100 3.496 0.1 -0.1 0.2
C 1.706 0.825 4.757 0.1 0.2 0.2
C 0.149 -1.671 4.105 0.0 0.1 0.1
O 1.237 0.189 2.069 0.3 0.1 0.6
H -1.349 1.281 4.714 0.0 -0.1 -0.1
H -1.986 0.484 3.247 0.3 0.1 0.1
H -1.114 2.011 3.106 0.1 -0.2 0.1
H 1.320 0.784 5.785 0.0 0.0 -0.1
H 2.646 0.259 4.735 -0.1 0.0 0.0
H 1.949 1.872 4.528 -0.1 -0.2 0.0
H -0.738 -2.102 3.624 0.2 0.1 0.0
H 1.010 -2.310 3.873 -0.2 0.1 0.0
H -0.004 -1.672 5.195 0.0 0.0 -0.1
```
Forces are in eV/Å.

## Properties
HOMO-LUMO gap (spin up / spin down)	0.153 / 0.240	Ha
M	542.864	g/mol
HOMO (spin up / spin down)	0.81 / -2.00	eV
2S+1	5
total energy	-66674.6343	eV
expectation value of S²	6.03
lowest unoccupied orbital energy (spin up / spin down)	4.98 / 4.54	eV
total charge	-2